# C4H35NO14S2

14 unconnected molecules or ions with the total composition C4H35NO14S2 (ωB97M-V with the def2-TZVPD basis set, the OMol25 dataset).

The energy relative to the best compared isomer or geometry (same formula, charge and spin) is 3.028 eV. The value obtained for the frontier orbital gap is 8.6 eV.

Structure (ORCA input):
```
! RIJCOSX wB97M-V def2-TZVPD def2/J DEFGRID3
* xyz 0 1
S 1.053 -2.120 5.313
S 1.927 -2.294 3.451
C 0.599 -2.319 2.157
C 1.012 -3.304 1.063
N 1.091 -2.619 -0.206
C 2.176 -2.219 -0.907
C 3.549 -2.443 -0.343
O 1.949 -1.644 -1.962
H 0.861 -0.787 5.314
H 0.650 -1.266 1.850
H -0.359 -2.552 2.599
H 0.159 -3.986 1.000
H 1.852 -3.930 1.346
H 0.241 -2.572 -0.723
H 3.558 -2.917 0.641
H 3.966 -1.478 -0.078
H 4.059 -3.223 -0.907
H -1.235 1.234 5.058
H -0.082 1.095 4.019
O -0.296 1.209 4.950
H 0.503 1.403 1.809
H -0.855 0.956 1.361
O -0.016 0.608 1.673
H -2.931 -1.481 -1.852
H -4.147 -2.288 -1.722
O -3.756 -1.665 -2.340
H 2.930 -0.367 -4.877
H 2.644 -0.463 -3.280
O 2.487 0.015 -4.116
H -0.652 0.166 -0.704
H -0.585 0.123 -2.252
O -0.891 -0.362 -1.478
H 1.145 3.303 -0.105
H 0.747 1.844 -0.550
O 0.480 2.632 0.004
H -3.756 0.758 1.300
H -2.833 0.306 -0.037
O -2.964 0.854 0.756
H -1.188 3.718 -0.759
H -0.902 5.125 -0.428
O -1.427 4.613 -1.062
H -3.246 2.769 0.856
H -3.593 4.046 0.179
O -3.653 3.632 1.047
H 1.209 3.115 -3.405
H 1.830 1.764 -3.713
O 1.873 2.495 -3.062
H 1.864 0.977 -2.229
H 1.161 -0.234 -1.372
O 1.462 0.674 -1.397
H -0.503 2.903 -2.722
H -1.098 2.790 -4.127
O -0.499 2.360 -3.518
H -2.612 -2.309 3.224
H -2.589 -3.769 2.774
O -2.370 -2.875 2.488
*
```

***

# C31H52BBeCl2F14KNNaO8S

A molecular structure, C31H52BBeCl2F14KNNaO8S (ωB97M-V with the def2-TZVPD basis set, the OMol25 dataset).

The value obtained for the frontier orbital gap is 0.8 eV.

Structure (ORCA input):
```
! RIJCOSX wB97M-V def2-TZVPD def2/J DEFGRID3
* xyz 2 1
C -1.891 -0.793 -5.105
C -1.757 0.813 -4.831
C -0.205 1.311 -4.912
C 0.463 1.638 -3.467
N 1.258 0.479 -2.894
C 0.293 -0.265 -2.033
C 0.861 -1.722 -1.574
C 0.641 -2.789 -2.765
C 0.594 -4.245 -2.071
C -0.735 -4.448 -1.146
C -0.375 -4.409 0.430
C -1.245 -3.355 1.275
C -0.417 -2.875 2.577
C -0.653 -1.333 2.960
C 0.661 -0.698 3.656
C 0.431 0.824 4.149
C 0.844 1.860 2.973
O 1.764 2.820 3.542
C 2.162 3.771 2.523
C 2.370 1.055 -2.119
O 2.086 1.688 -1.065
O 3.737 1.011 -2.464
C 4.160 -0.271 -2.986
C 5.522 -0.852 -2.416
C 6.054 -0.206 -1.053
F 6.342 1.145 -1.316
F 7.350 -0.844 -0.849
C 5.196 -0.530 0.242
F 3.780 -0.614 0.008
F 5.553 -1.866 0.623
S 5.432 0.551 1.750
F 4.866 1.917 1.004
F 7.023 0.872 1.445
F 5.931 -0.794 2.653
F 3.851 0.155 2.229
F 5.568 1.442 3.147
H -0.855 -1.185 -5.377
H -2.155 -1.279 -4.093
H -2.705 -1.047 -5.855
H -2.419 1.322 -5.625
H -2.177 0.982 -3.772
H -0.244 2.337 -5.487
H 0.469 0.551 -5.474
H -0.287 2.071 -2.709
H 1.237 2.505 -3.645
H -0.683 -0.500 -2.604
H -0.036 0.300 -1.092
H 1.963 -1.694 -1.284
H 0.270 -1.985 -0.621
H -0.311 -2.517 -3.337
H 1.513 -2.766 -3.522
H 0.584 -5.013 -2.917
H 1.540 -4.348 -1.425
H -1.197 -5.439 -1.485
H -1.485 -3.612 -1.411
H 0.726 -4.091 0.563
H -0.562 -5.459 0.872
H -2.226 -3.853 1.633
H -1.565 -2.432 0.662
H -0.671 -3.492 3.520
H 0.711 -3.027 2.408
H -0.803 -0.746 1.977
H -1.612 -1.150 3.573
H 0.929 -1.311 4.582
H 1.525 -0.785 2.895
H -0.638 0.989 4.525
H 1.173 1.012 5.010
H -0.125 2.338 2.599
H 1.328 1.237 2.131
H 2.468 3.274 1.531
H 3.099 4.321 2.919
H 1.301 4.497 2.318
H 3.330 -1.041 -2.750
H 4.224 -0.253 -4.135
H 5.401 -1.993 -2.293
H 6.346 -0.736 -3.216
K 2.005 2.016 -6.304
B 5.727 5.616 3.758
F 6.047 4.228 3.909
F 4.524 5.745 2.988
F 5.534 6.205 5.045
F 6.797 6.282 3.084
Na -1.650 -6.439 1.724
C -4.245 3.578 -4.518
O -4.819 2.412 -5.090
H -3.311 3.305 -4.027
H -4.041 4.309 -5.304
H -4.933 4.002 -3.783
H -5.642 2.679 -5.518
Cl -7.767 -3.353 -5.016
C -6.955 -1.925 -4.313
C -5.650 -1.605 -5.013
Cl -4.400 -2.837 -4.700
H -6.806 -2.113 -3.248
H -7.646 -1.086 -4.416
H -5.256 -0.655 -4.646
H -5.782 -1.524 -6.093
C -5.299 0.759 7.331
C -4.651 0.464 6.203
C -3.356 1.116 5.856
O -2.782 0.805 4.822
C -2.822 2.119 6.779
C -3.471 2.419 7.908
C -4.752 1.747 8.269
O -5.308 2.031 9.313
O -2.990 3.349 8.772
O -5.146 -0.450 5.320
H -6.238 0.291 7.595
H -1.891 2.598 6.507
H -3.635 3.382 9.505
H -4.496 -0.484 4.593
F 8.935 -1.156 -1.763
Be -8.725 -4.250 -7.235
*
```